Entry 1:
Formula: C46H40As2CuN8O
Source: the OMol25 dataset
Level of theory: ωB97M-V with the def2-TZVPD basis set

Output
Net charge: +1
Total energy (a.u.): -8402.06952
Orbital gap (eV): 8.01
F_max (Eh/bohr): 0.0107
Energy relative to the best compared isomer or geometry (same formula, charge and spin) (kcal per mole): 4.9
LUMO (Eh): -0.0850

Structure (XYZ):
```
98
Properties=species:S:1:pos:R:3:forces:R:3:mulliken_charge:R:1
Cu -0.446 -0.679 -1.337 0.216 0.017 -0.290 -0.796
C 2.422 -0.409 0.939 0.036 -0.002 -0.204 -0.604
C 3.494 -0.924 -0.028 -0.186 0.027 0.036 -1.755
As 2.856 -1.183 -1.891 0.087 -0.017 -0.144 1.237
C 3.385 0.547 -2.630 0.001 0.079 0.073 0.134
C 3.289 1.713 -1.871 0.071 -0.060 -0.019 0.042
C 3.609 2.948 -2.422 -0.032 -0.071 -0.037 -0.576
C 4.025 3.029 -3.744 0.000 -0.024 -0.018 -0.714
C 4.118 1.873 -4.508 0.005 0.033 0.000 -0.683
C 3.797 0.640 -3.957 -0.060 0.021 0.038 -0.847
C 4.328 -2.264 -2.560 0.032 0.056 -0.015 0.024
C 4.034 -3.374 -3.346 0.020 0.018 0.057 -0.322
C 5.057 -4.159 -3.867 0.019 -0.002 0.019 -0.644
C 6.379 -3.838 -3.599 -0.022 0.023 0.009 -0.423
C 6.680 -2.731 -2.811 -0.024 -0.015 0.004 -0.687
C 5.659 -1.946 -2.297 0.034 -0.024 -0.053 -0.148
As 0.679 -1.225 0.608 -0.120 -0.113 0.474 1.571
C -0.370 -0.604 2.117 -0.056 0.004 0.032 -0.253
C -1.524 -1.313 2.453 0.015 0.095 -0.065 -0.579
C -2.391 -0.826 3.420 0.075 0.009 0.013 -0.815
C -2.114 0.377 4.061 0.293 -0.378 0.268 -0.388
C -0.967 1.084 3.735 0.146 -0.251 0.108 -0.729
C -0.099 0.599 2.762 -0.001 -0.022 -0.019 -0.426
C 1.015 -3.076 1.046 -0.015 -0.054 -0.006 0.587
C 0.943 -4.031 0.034 0.021 0.058 0.096 -0.094
C 1.184 -5.369 0.321 0.019 -0.015 0.006 -0.924
C 1.492 -5.752 1.618 -0.001 0.016 0.006 -0.485
C 1.564 -4.801 2.630 0.000 -0.015 -0.026 -0.712
C 1.327 -3.464 2.346 0.015 -0.012 -0.049 -0.576
H 2.301 0.669 0.825 -0.066 0.017 0.039 0.440
H 2.687 -0.594 1.977 0.092 -0.038 0.111 0.705
H 3.864 -1.897 0.293 -0.042 -0.091 0.007 0.630
H 4.337 -0.237 -0.039 0.122 0.011 -0.008 0.767
H 2.975 1.659 -0.833 0.078 0.054 -0.083 0.077
H 3.541 3.846 -1.820 0.029 -0.017 0.004 0.464
H 4.283 3.988 -4.176 -0.017 -0.023 0.008 0.416
H 4.450 1.930 -5.539 -0.015 0.002 0.042 0.427
H 3.880 -0.256 -4.562 0.024 0.002 0.004 0.480
H 3.001 -3.626 -3.552 -0.017 -0.016 -0.023 0.358
H 4.820 -5.020 -4.480 0.007 0.034 0.018 0.402
H 7.178 -4.447 -4.005 -0.027 0.023 0.023 0.385
H 7.713 -2.478 -2.603 -0.027 -0.008 -0.012 0.409
H 5.906 -1.074 -1.701 -0.006 -0.006 -0.009 0.274
H -1.747 -2.248 1.951 -0.024 -0.048 0.007 0.510
H -3.286 -1.383 3.672 0.024 0.011 0.001 0.497
H -2.794 0.765 4.810 0.246 -0.240 -0.020 0.526
H -0.748 2.021 4.234 0.035 -0.210 0.020 0.822
H 0.792 1.168 2.517 0.021 0.012 0.037 0.280
H 0.709 -3.721 -0.977 -0.014 -0.006 -0.074 0.393
H 1.132 -6.110 -0.467 -0.003 0.035 0.030 0.436
H 1.678 -6.795 1.844 -0.005 0.037 -0.006 0.410
H 1.802 -5.103 3.642 -0.006 0.006 -0.025 0.419
H 1.373 -2.726 3.137 -0.010 0.005 0.029 0.348
C -5.769 -1.023 -1.362 0.047 0.021 0.133 -1.067
N -4.392 -1.472 -1.549 -0.271 0.050 -0.008 0.773
C -3.341 -0.766 -1.955 0.027 0.018 0.136 -0.092
N -2.233 -1.447 -1.709 -0.099 -0.334 -0.062 -0.061
C -2.695 -2.608 -1.151 0.070 0.027 0.006 -0.556
N -3.997 -2.658 -1.036 0.157 0.220 0.006 -0.877
C -6.004 -0.548 0.060 0.116 -0.035 -0.044 0.913
C -7.089 -1.019 0.785 -0.029 -0.037 0.001 -0.836
C -7.292 -0.603 2.096 -0.066 -0.024 0.027 -0.798
C -6.411 0.278 2.697 0.039 0.029 0.043 -0.947
C -5.321 0.757 1.973 0.059 0.018 -0.054 -0.418
C -5.125 0.346 0.660 0.035 0.056 -0.014 0.128
C -4.386 1.687 2.607 -0.011 0.146 0.111 0.857
N -4.346 2.068 3.837 -0.143 0.376 -0.138 -0.525
N -3.282 2.957 3.943 -0.335 0.225 -0.098 -0.423
C -2.761 3.045 2.770 -0.268 0.086 0.034 0.302
O -3.406 2.266 1.868 0.038 0.023 -0.304 -0.218
C -1.590 3.818 2.354 -0.048 0.084 -0.130 0.373
C -0.814 4.457 3.320 -0.018 0.039 -0.010 -0.881
C 0.326 5.139 2.935 -0.006 0.008 0.071 -1.029
C 0.710 5.169 1.599 0.064 0.035 0.051 -1.060
C -0.064 4.549 0.629 -0.036 -0.093 -0.057 0.982
C 0.367 4.607 -0.819 -0.049 -0.145 0.048 -0.938
N 0.230 3.312 -1.491 -0.076 0.195 0.110 1.211
C 0.215 2.093 -0.960 -0.007 0.028 -0.106 -0.953
N 0.036 1.196 -1.917 -0.052 0.177 -0.186 0.693
C -0.030 1.953 -3.051 -0.052 -0.006 0.030 -0.574
N 0.072 3.243 -2.832 0.092 -0.219 0.174 -1.149
C -1.228 3.888 1.013 -0.072 0.002 0.019 0.055
H -6.417 -1.863 -1.592 -0.053 -0.045 -0.048 0.446
H -5.957 -0.232 -2.085 0.016 0.046 -0.051 0.276
H -3.401 0.216 -2.404 -0.029 -0.089 0.061 0.519
H -2.046 -3.407 -0.824 -0.048 0.053 -0.057 0.619
H -7.777 -1.723 0.330 0.039 0.033 0.030 0.406
H -8.143 -0.978 2.651 0.050 0.019 -0.021 0.414
H -6.549 0.604 3.721 -0.022 -0.020 -0.051 0.541
H -4.269 0.730 0.115 -0.012 -0.042 0.010 0.616
H -1.115 4.402 4.360 0.030 0.044 -0.055 0.590
H 0.932 5.639 3.679 -0.023 -0.023 -0.026 0.434
H 1.621 5.688 1.315 -0.052 -0.043 0.007 0.456
H 1.404 4.927 -0.884 0.081 0.018 -0.034 0.284
H -0.231 5.309 -1.393 -0.088 0.036 -0.057 0.360
H 0.311 1.881 0.093 -0.043 0.075 -0.041 0.664
H -0.157 1.540 -4.041 0.008 0.034 0.108 0.503
H -1.861 3.412 0.272 0.053 0.007 0.026 0.694
```
Forces are in eV/Å.

---

Entry 2:
Formula: C46H40MoN3O7S3
Source: the OMol25 dataset
Level of theory: ωB97M-V with the def2-TZVPD basis set

Output
Net charge: +3
Total energy (a.u.): -3729.70149
Orbital gap (eV): 5.16
F_max (Eh/bohr): 0.0224
Energy relative to the best compared isomer or geometry (same formula, charge and spin) (kcal per mole): 20.0
LUMO (Eh): -0.4018

Structure (XYZ):
```
100
Properties=species:S:1:pos:R:3:forces:R:3:mulliken_charge:R:1
Mo 1.106 1.008 -0.045 -0.142 -0.604 -0.192 -1.816
C 4.358 -1.051 -0.171 0.015 0.035 0.048 -0.410
C 4.319 0.411 -0.445 0.064 0.038 0.085 0.253
N 3.245 1.181 -0.602 -0.023 -0.060 -0.028 1.155
C 3.594 2.497 -0.872 0.040 0.002 -0.050 -0.780
C 4.921 2.739 -0.886 0.027 0.029 0.105 -0.282
S 5.765 1.293 -0.556 -0.014 -0.074 -0.133 -0.080
C 2.473 3.340 -1.241 -0.035 -0.008 -0.034 -0.548
C 2.420 4.625 -1.639 -0.001 0.068 0.063 -0.193
S 0.843 5.011 -2.179 -0.011 -0.056 -0.081 -0.079
C 0.290 3.442 -1.882 0.028 0.037 0.028 0.378
N 1.241 2.672 -1.328 -0.157 0.098 -0.165 0.497
C -1.057 3.022 -2.351 0.024 0.106 -0.005 -1.162
H 3.540 -1.565 -0.665 -0.015 0.001 -0.024 -0.206
H 4.307 -1.233 0.904 -0.030 -0.011 -0.016 0.210
H 5.295 -1.466 -0.540 0.015 -0.001 0.031 0.691
H 5.439 3.663 -1.095 -0.031 -0.024 0.017 0.525
H 3.218 5.350 -1.672 -0.026 -0.029 0.014 0.520
H -1.054 3.045 -3.444 -0.010 0.023 0.010 0.536
H -1.827 3.711 -2.003 0.003 -0.013 0.003 0.490
H -1.328 2.022 -2.042 0.002 -0.118 0.032 0.088
C -2.102 -0.428 -4.596 0.021 0.024 -0.021 -1.508
C -2.300 -1.192 -3.313 -0.051 0.012 -0.059 0.905
C -3.349 -2.273 -3.394 -0.042 -0.014 0.025 -1.505
O -1.051 -1.795 -2.893 0.052 -0.058 0.029 -0.525
C -0.588 -1.076 -1.797 0.067 0.048 -0.001 -0.462
C -1.929 -0.689 -1.103 -0.010 0.016 0.006 -0.190
O -2.586 -0.248 -2.272 -0.010 0.031 0.070 -0.291
C -2.040 0.377 0.022 0.057 0.058 0.007 0.662
O -0.639 1.108 0.018 0.278 0.101 -0.159 1.395
C -2.088 -0.211 1.425 -0.149 -0.008 0.064 0.370
C -3.313 -0.201 2.099 0.020 -0.004 -0.012 -0.475
C -3.441 -0.807 3.340 0.031 -0.002 0.015 -1.065
C -2.344 -1.402 3.946 -0.020 0.024 -0.001 -0.982
C -1.118 -1.393 3.296 0.045 -0.020 0.037 -1.069
C -0.994 -0.809 2.046 -0.017 -0.059 0.066 0.756
C -3.080 1.465 -0.157 -0.005 -0.064 -0.016 0.802
C -2.869 2.698 0.458 -0.016 0.017 -0.059 -0.341
C -3.841 3.684 0.412 -0.015 0.027 0.020 -0.736
C -5.057 3.437 -0.211 -0.007 0.006 0.007 -0.802
C -5.294 2.194 -0.778 -0.008 0.003 0.010 -0.955
C -4.314 1.211 -0.755 0.038 -0.020 -0.008 -0.297
C 0.553 -1.904 -1.184 -0.186 -0.427 -0.272 0.917
O 1.269 -0.707 -0.277 0.230 1.082 0.327 0.573
C 1.628 -2.251 -2.161 -0.041 0.090 0.086 0.393
C 2.111 -1.296 -3.064 0.013 -0.071 -0.010 0.312
C 3.120 -1.616 -3.950 -0.005 0.014 -0.011 -1.161
C 3.656 -2.902 -3.956 0.020 -0.004 -0.018 -0.671
C 3.174 -3.859 -3.079 -0.013 -0.016 0.000 -1.164
C 2.166 -3.537 -2.179 -0.005 -0.036 0.005 -0.191
C 0.204 -2.953 -0.182 0.003 0.052 0.019 0.723
C -0.942 -3.728 -0.354 -0.024 0.012 -0.041 -0.375
C -1.224 -4.753 0.538 0.009 -0.005 0.010 -1.043
C -0.373 -5.005 1.604 -0.002 0.000 0.008 -0.863
C 0.780 -4.245 1.765 -0.001 -0.034 0.025 -0.959
C 1.076 -3.233 0.869 0.036 0.017 0.046 0.706
H -1.915 -1.117 -5.419 0.004 0.005 0.018 0.424
H -1.250 0.249 -4.503 -0.028 -0.007 -0.008 0.255
H -2.997 0.151 -4.823 0.020 -0.009 0.006 0.376
H -3.013 -3.065 -4.062 0.002 0.011 0.007 0.431
H -4.279 -1.861 -3.786 0.015 -0.004 0.008 0.418
H -3.544 -2.705 -2.411 0.005 0.000 -0.024 0.273
H -0.146 -0.124 -2.151 0.046 0.073 0.012 -0.094
H -2.394 -1.591 -0.697 -0.043 -0.055 0.036 0.928
H -4.180 0.269 1.657 0.010 -0.012 -0.012 0.550
H -4.403 -0.804 3.834 0.013 0.002 -0.006 0.503
H -2.444 -1.866 4.918 0.004 0.004 -0.020 0.499
H -0.249 -1.850 3.754 -0.022 0.002 -0.013 0.632
H -0.020 -0.854 1.586 -0.014 -0.043 -0.028 -0.369
H -1.945 2.903 0.975 0.071 0.004 0.037 0.425
H -3.655 4.641 0.884 -0.006 -0.023 -0.009 0.516
H -5.822 4.201 -0.236 0.013 -0.009 -0.004 0.451
H -6.249 1.981 -1.238 0.021 -0.003 0.002 0.502
H -4.533 0.248 -1.188 0.008 -0.016 -0.023 0.563
H 1.701 -0.293 -3.088 -0.026 0.086 0.007 0.335
H 3.483 -0.875 -4.651 -0.004 -0.012 0.015 0.523
H 4.440 -3.157 -4.658 -0.020 0.009 0.017 0.492
H 3.573 -4.865 -3.098 -0.008 0.026 0.009 0.518
H 1.783 -4.298 -1.514 0.016 0.012 0.004 0.565
H -1.575 -3.584 -1.220 -0.013 0.028 0.013 0.675
H -2.104 -5.365 0.389 0.016 0.014 -0.002 0.538
H -0.598 -5.804 2.298 0.010 0.018 -0.011 0.464
H 1.456 -4.452 2.585 -0.013 0.004 -0.016 0.539
H 1.976 -2.644 1.008 -0.037 -0.041 -0.018 0.138
O 0.110 3.364 1.819 -0.118 0.089 -0.043 -0.543
C 0.795 2.597 2.417 0.212 -0.254 -0.092 0.638
N 1.607 1.603 1.669 -0.139 -0.173 0.182 0.610
S 2.732 0.775 2.732 -0.119 0.028 0.034 0.837
O 4.019 1.316 2.460 0.022 -0.014 -0.016 -0.600
O 2.479 -0.619 2.562 0.027 -0.039 0.039 -0.389
C 1.998 1.460 4.162 0.099 -0.028 0.003 0.926
C 2.365 1.167 5.459 0.001 -0.027 0.003 -0.748
C 1.706 1.864 6.468 -0.024 0.024 0.005 -0.669
C 0.734 2.818 6.174 0.004 -0.002 0.038 -0.643
C 0.387 3.107 4.861 -0.009 0.006 -0.014 -0.761
C 1.032 2.410 3.849 -0.024 0.096 0.013 -0.498
H 3.128 0.435 5.689 -0.017 0.020 -0.009 0.564
H 1.960 1.663 7.501 0.000 0.004 -0.020 0.471
H 0.247 3.347 6.982 0.005 -0.012 -0.012 0.469
H -0.364 3.849 4.625 0.020 -0.012 -0.002 0.596
```
Forces are in eV/Å.